a | 2 unconnected molecules or ions with the total composition C6H11NO. Source: the Open Molecules 2025 dataset; level of theory: ωB97M-V/def2-TZVPD.

XYZ file:
```
19
Properties=species:S:1:pos:R:3:mulliken_charge:R:1
C -0.99161 1.82564 0.30490 -0.50
C -1.46315 1.67838 -1.17130 -0.43
C -0.81837 0.36893 -1.63119 -0.50
O 0.26929 0.11523 -0.76284 -0.37
C -0.08472 0.60280 0.51063 -0.55
H -1.79964 1.80158 1.03327 0.31
H -0.46461 2.77114 0.42406 0.23
H -1.06916 2.51495 -1.74325 0.22
H -2.54964 1.70896 -1.20086 0.28
H -0.40091 0.47491 -2.63529 0.31
H -1.53983 -0.45597 -1.69313 0.27
H 0.78173 0.79644 1.14092 0.42
H -0.63969 -0.16171 1.07980 0.27
C 1.83585 -2.61986 0.65173 -0.69
C 1.70304 -1.82712 1.85809 0.40
N 1.59110 -1.18121 2.79785 -0.43
H 1.87725 -3.67680 0.90114 0.32
H 2.75982 -2.33727 0.14845 0.25
H 1.00324 -2.39901 -0.01299 0.19
```

Values from the calculation:
Gap between HOMO and LUMO = 10.66 eV
Spin multiplicity = 1
SMILES = C1CCOC1.CC#N
LUMO energy = 0.861 eV

---

b | 2 unconnected molecules or ions with the total composition C6H11NO. Source: the Open Molecules 2025 dataset; level of theory: ωB97M-V/def2-TZVPD.

XYZ file:
```
19
Properties=species:S:1:pos:R:3:mulliken_charge:R:1
C -1.18403 -2.25339 -1.25529 -0.97
C -1.00323 -1.30658 -0.05838 -0.68
C 0.38054 -0.52895 -0.20760 0.61
C 0.44378 0.66270 -1.07781 -0.61
C 1.67051 1.25723 -0.67851 -0.52
N 2.32500 0.42747 0.23720 -0.09
C 1.57101 -0.74581 0.49010 -0.68
H -0.31547 -2.92007 -1.32924 0.28
H -2.08079 -2.86572 -1.34643 0.33
H -1.27550 -1.51976 -2.09018 0.25
H -1.64131 -0.50015 -0.15824 0.33
H -0.97932 -1.84503 0.86694 0.34
H -0.35730 1.06730 -1.58306 0.44
H 2.16224 2.15764 -1.11634 0.37
H 3.31678 0.50432 0.29206 0.25
H 2.00500 -1.66002 0.86308 0.36
O -1.76259 3.04768 2.61767 -0.62
H -1.03114 3.47930 2.27200 0.31
H -2.24418 3.54186 3.26203 0.31
```

Values from the calculation:
Gap between HOMO and LUMO = 9.03 eV
Spin multiplicity = 1
SMILES = CCc1cc[nH]c1.O
LUMO energy = 0.948 eV

---

c | A single C6H11NO molecule. Source: the Open Molecules 2025 dataset; level of theory: ωB97M-V/def2-TZVPD.

XYZ file:
```
19
Properties=species:S:1:pos:R:3:mulliken_charge:R:1
C 0.66858 -0.12342 -1.28633 -1.45
C 0.46793 -0.28343 0.14517 1.01
C 1.13389 0.87961 0.92158 -0.90
C 0.00361 1.93442 0.61248 -0.41
O -1.07585 1.31447 -0.18314 -0.50
C -0.86888 -0.06364 0.50669 -0.25
C -0.55698 -1.52829 0.25888 -0.43
N -0.73771 -2.32431 -0.92362 -0.69
H 1.02997 -1.25928 -1.55365 0.37
H 1.59019 0.53901 -1.38845 0.36
H -0.25604 0.36713 -1.81177 0.29
H 1.13593 0.68258 1.99909 0.30
H 2.24637 1.06125 0.63873 0.32
H -0.38751 2.46751 1.50737 0.31
H 0.36819 2.78329 0.03007 0.30
H -1.11840 -0.01157 1.52692 0.36
H -0.69254 -1.97198 1.28856 0.31
H -1.64631 -2.88940 -0.58245 0.34
H -1.30445 -1.57394 -1.70612 0.37
```

Values from the calculation:
Gap between HOMO and LUMO = 9.65 eV
Spin multiplicity = 1
SMILES = C[C@@]12CCO[C@H]1[C@H]2N
LUMO energy = 0.696 eV

---

d | A molecular structure, C6H11NO. Source: the Open Molecules 2025 dataset; level of theory: ωB97M-V/def2-TZVPD.

XYZ file:
```
19
Properties=species:S:1:pos:R:3:mulliken_charge:R:1
C 1.00059 1.66949 0.37585 -0.96
C 0.53241 0.22466 -0.18725 0.74
C 1.34337 -0.41310 -1.14789 -1.52
C -0.98968 0.32090 -0.62099 -1.03
C -1.78566 -0.36674 0.54057 -0.40
C -0.55146 -1.02761 1.32938 -0.31
H 0.22601 1.71823 1.45890 0.27
H 2.23088 1.58747 0.19486 0.33
H 0.16135 2.54586 -0.37345 0.22
H 1.41063 0.27998 -1.96771 0.42
H 2.34584 -1.26764 -1.01697 0.26
H 0.43823 -1.12779 -1.59251 0.31
H -1.14390 -0.20717 -1.52606 0.40
H -1.39007 1.19599 -0.98199 0.53
H -2.58931 -1.14701 0.09631 0.26
H -2.53533 0.30375 1.26633 0.23
H -0.89939 -2.23813 1.87864 0.26
N 0.57505 -0.78706 0.85390 0.69
O 1.62043 -1.26408 1.42010 -0.70
```

Values from the calculation:
Gap between HOMO and LUMO = 9.17 eV
Spin multiplicity = 1
LUMO energy = 0.612 eV

---

The computed energies, referenced to the most stable structure and given in kcal/mol, are a 0.0; b 14.2; c 135.0; d 191.5.

---

a | 2 unconnected molecules or ions with the total composition C6H11NO. Source: the Open Molecules 2025 dataset; level of theory: ωB97M-V/def2-TZVPD.

XYZ file:
```
19
Properties=species:S:1:pos:R:3:mulliken_charge:R:1
C -1.27252 0.78315 0.59499 0.03
C -1.38826 -0.03954 -0.57163 -0.22
C -1.36853 0.26915 1.97007 -1.00
O -0.88270 -1.26717 -0.31444 -0.71
H -0.99210 1.82833 0.48382 0.39
H -2.39766 0.04334 -1.03904 0.38
H -0.66966 0.37679 -1.54453 0.31
H -0.38125 0.23823 2.44357 0.23
H -1.96447 0.95825 2.57843 0.39
H -1.76749 -0.74501 1.98562 0.29
C 1.14037 -1.00683 -1.35726 0.13
C 1.69438 -0.55451 -0.06215 0.00
C 1.85836 0.72079 0.29090 -0.98
N 0.89843 -0.12415 -2.29812 -0.78
H 0.61997 -0.58993 -3.15875 0.22
H 1.19359 -2.07800 -1.55754 0.31
H 1.80455 -1.33511 0.67990 0.27
H 1.72133 1.52529 -0.41750 0.37
H 2.15366 0.99691 1.29364 0.36
```

Values from the calculation:
Gap between HOMO and LUMO (spin up / spin down) = 7.00 / 7.00 eV
Spin multiplicity = 1
LUMO energy (spin up / spin down) = -1.278 / -1.277 eV

---

b | A molecular structure, C6H11NO. Source: the Open Molecules 2025 dataset; level of theory: ωB97M-V/def2-TZVPD.

XYZ file:
```
19
Properties=species:S:1:pos:R:3:mulliken_charge:R:1
C 0.72910 0.11020 0.81755 0.51
C 2.10315 0.47045 1.30559 -1.31
C -2.28251 -0.09404 -0.59064 -1.47
N 0.11788 -0.92336 1.47159 -0.48
C 0.34092 -0.47502 -1.48105 0.01
C 0.11031 0.88606 -0.16701 -0.18
C -1.09005 0.73082 -0.95540 -0.18
O 0.04560 -1.65376 -1.40817 -0.55
H 0.70408 -1.74508 1.58030 0.25
H -0.77982 -1.20575 1.10465 0.29
H 0.94793 -0.02101 -2.27390 0.40
H 0.72426 1.72134 -0.49663 0.30
H -1.22375 1.48879 -1.72020 0.42
H 2.61466 1.14105 0.61323 0.33
H 2.72048 -0.42536 1.43369 0.36
H 2.04669 0.97100 2.27823 0.29
H -2.10328 -1.17495 -0.70591 0.35
H -2.60515 0.05680 0.44507 0.32
H -3.12051 0.14182 -1.25100 0.35
```

Values from the calculation:
Gap between HOMO and LUMO = 7.81 eV
Spin multiplicity = 1
LUMO energy = 0.946 eV

---

c | A molecular structure, C6H11NO. Source: the Open Molecules 2025 dataset; level of theory: ωB97M-V/def2-TZVPD.

XYZ file:
```
19
Properties=species:S:1:pos:R:3:mulliken_charge:R:1
C 0.13764 1.10724 0.98021 -1.35
C -0.06933 0.46181 -0.34036 1.33
C 1.17216 -0.15410 -0.96310 -0.65
N 2.18183 -0.91862 -0.14277 -0.52
C 1.18583 -1.71549 0.29832 -0.24
C -1.14280 0.81467 -1.13042 -0.44
C -1.64987 0.54302 -2.40281 -0.78
H 0.35684 0.50212 1.87837 0.31
H -0.80304 1.62803 1.21043 0.43
H 0.94773 1.87664 0.94853 0.29
H 0.75176 -0.76566 -1.78824 0.43
H 0.75270 -1.74999 1.30084 0.33
H 0.86706 -2.41494 -0.46886 0.33
H -2.60134 1.04782 -2.48726 0.27
H -1.83787 1.38403 -0.50303 0.23
H -1.32286 -0.18836 -3.11124 0.32
H 1.77150 0.71010 -1.25213 0.37
H -1.84960 -0.60103 3.54548 0.17
O -1.31935 -0.13544 2.88880 -0.83
```

Values from the calculation:
Gap between HOMO and LUMO = 4.04 eV
Spin multiplicity = 1
LUMO energy = -3.088 eV

---

The computed energies, referenced to the most stable structure and given in kcal/mol, are a 61.5; b 0.0; c 159.6.